Record 1
{
  "formula": "C10H7F17P",
  "method": "wB97M-V/def2-TZVPD",
  "charge": 1,
  "total_energy_ev": -65961.053,
  "symbols": ["F", "C", "F", "F", "C", "F", "F", "C", "F", "F", "C", "F", "F", "C", "F", "F", "C", "F", "F", "C", "F", "F", "C", "F", "F", "C", "C", "P", "H", "H", "H", "H", "H", "H", "H"],
  "coordinates": [[0.9526, -0.9058, 2.9343], [1.2460, -2.0305, 2.3366], [0.5823, -2.9687, 2.9594], [2.5168, -2.2613, 2.4725], [0.7690, -2.0190, 0.8487], [-0.3325, -1.2673, 0.7347], [0.3520, -3.2485, 0.5960], [1.8264, -1.7441, -0.2631], [1.2085, -1.9267, -1.4196], [2.6512, -2.7676, -0.1793], [2.6739, -0.4385, -0.2077], [3.9009, -0.8111, -0.5100], [2.7989, 0.0501, 1.0196], [2.3358, 0.7605, -1.1608], [3.5065, 1.2481, -1.5600], [1.7191, 0.4394, -2.2894], [1.6412, 2.0217, -0.5533], [2.4284, 2.6916, 0.2373], [1.4202, 2.8298, -1.5827], [0.2760, 1.8660, 0.1554], [0.3427, 1.1695, 1.2639], [-0.0407, 3.1007, 0.5677], [-0.9453, 1.4582, -0.6979], [-0.7876, 0.2850, -1.3481], [-1.2789, 2.3913, -1.5616], [-2.1438, 1.2919, 0.2397], [-3.4113, 0.8760, -0.5525], [-3.5535, -0.9440, -0.6233], [-1.9553, 0.4991, 0.9637], [-2.3187, 2.1789, 0.8341], [-4.2792, 1.2848, -0.0489], [-3.3489, 1.2254, -1.5809], [-4.4967, -1.2888, -1.6040], [-2.3382, -1.5227, -1.0204], [-3.9178, -1.5233, 0.5995]]
}

=====

Record 2
{
  "formula": "C4H6N2O",
  "method": "wB97M-V/def2-TZVPD",
  "charge": 0,
  "total_energy_ev": -9271.396,
  "smiles": "Cc1cnc(N)o1",
  "symbols": ["C", "C", "C", "N", "C", "N", "O", "H", "H", "H", "H", "H", "H"],
  "coordinates": [[0.7858, 1.9791, -0.2305], [0.3781, 0.5325, -0.2628], [-0.3353, 0.0189, -1.2967], [-0.6278, -1.3423, -1.1555], [-0.2800, -1.6975, -0.0210], [-0.3125, -2.6443, 0.9496], [0.6185, -0.3623, 0.6767], [1.8596, 2.1359, -0.3643], [0.2721, 2.4829, -1.0575], [0.4809, 2.4717, 0.6978], [-0.4933, 0.5147, -2.2310], [0.4137, -2.2466, 1.5347], [-1.1855, -2.6876, 1.4766]]
}

=====

Record 3
{
  "formula": "C36H46N2O4",
  "method": "wB97M-V/def2-TZVPD",
  "charge": 0,
  "total_energy_ev": -49247.886,
  "symbols": ["C", "C", "O", "C", "C", "C", "C", "C", "C", "C", "C", "C", "O", "O", "C", "C", "O", "H", "H", "H", "H", "H", "H", "H", "H", "H", "H", "H", "H", "H", "H", "H", "H", "H", "H", "H", "H", "H", "C", "C", "N", "C", "C", "C", "C", "C", "C", "C", "C", "C", "C", "N", "C", "C", "C", "C", "C", "C", "C", "C", "C", "C", "C", "H", "H", "H", "H", "H", "H", "H", "H", "H", "H", "H", "H", "H", "H", "H", "H", "H", "H", "H", "H", "H", "H", "H", "H", "H"],
  "coordinates": [[-0.0586, 4.2210, -4.4219], [0.7365, 4.1288, -3.1368], [0.1583, 3.2392, -2.2190], [0.8881, 3.2047, -1.0590], [0.4607, 2.3451, 0.0104], [1.2884, 2.2970, 1.2646], [2.7688, 1.9394, 0.9812], [3.6068, 1.9265, 2.2715], [3.5140, 3.2760, 3.0087], [2.0468, 3.6237, 3.3130], [1.2118, 3.6435, 2.0241], [-0.7935, 1.6461, -0.0050], [-1.0951, 0.9255, 0.9455], [-1.6319, 1.8431, -1.0718], [-2.8829, 1.2512, -0.8433], [-3.7859, 1.3866, -2.0554], [1.8985, 3.8900, -0.9096], [0.3557, 4.9609, -5.1073], [-0.0792, 3.2609, -4.9361], [-1.0940, 4.4927, -4.2196], [1.7621, 3.7793, -3.3124], [0.8113, 5.1004, -2.6335], [0.8674, 1.5089, 1.9104], [2.8361, 0.9865, 0.4423], [3.1709, 2.6905, 0.2936], [3.2319, 1.1348, 2.9290], [4.6526, 1.6674, 2.0614], [4.1153, 3.2662, 3.9278], [3.9529, 4.0651, 2.3871], [1.6334, 2.8732, 3.9942], [1.9691, 4.5796, 3.8461], [1.5883, 4.4234, 1.3547], [0.1665, 3.9082, 2.2192], [-2.7056, 0.2045, -0.5639], [-3.3147, 1.7437, 0.0369], [-4.7700, 0.9467, -1.8847], [-3.9201, 2.4345, -2.3214], [-3.3426, 0.9122, -2.9308], [-2.8015, -2.0194, 4.3971], [-1.8235, -2.3283, 5.5463], [-0.4371, -2.0204, 5.1626], [0.6994, -1.7070, 6.0511], [1.9049, -1.5774, 5.0808], [1.3245, -1.7752, 3.7018], [1.8802, -1.7318, 2.4503], [1.0665, -1.9544, 1.3044], [1.6510, -1.8372, 0.0200], [1.0038, -1.8141, -1.2387], [1.7691, -2.0189, -2.4219], [1.1343, -2.1257, -3.6339], [-0.2685, -2.0555, -3.6830], [-0.7366, -2.2234, -4.9715], [-2.1699, -2.0789, -5.2661], [-3.0314, -2.4953, -4.0592], [-2.5555, -1.9236, -2.6952], [-1.0605, -1.8340, -2.5570], [-0.4032, -1.6324, -1.3658], [0.3704, -2.4288, -5.9256], [1.6437, -2.3422, -5.0398], [-0.2997, -2.3090, 1.5055], [-0.8802, -2.3136, 2.7512], [-0.0484, -2.0466, 3.8363], [-2.3424, -2.5560, 3.0131], [-3.8001, -2.4057, 4.6428], [-2.9155, -0.9294, 4.3350], [-2.0628, -1.7533, 6.4478], [-1.8715, -3.3831, 5.8339], [0.4912, -0.7785, 6.5939], [0.8183, -2.5138, 6.7788], [2.3999, -0.6033, 5.1553], [2.6589, -2.3484, 5.2716], [2.9236, -1.5070, 2.3308], [2.7255, -1.7915, -0.0054], [2.8346, -2.1388, -2.3575], [-2.3587, -1.0384, -5.5478], [-2.3987, -2.6820, -6.1516], [-4.0780, -2.2128, -4.2363], [-3.0297, -3.5917, -4.0064], [-2.9849, -0.9339, -2.5290], [-2.9409, -2.5469, -1.8775], [-0.9638, -1.2525, -0.5321], [0.2536, -3.4040, -6.4114], [0.3285, -1.6539, -6.6948], [2.2783, -1.4985, -5.3307], [2.2520, -3.2511, -5.0943], [-0.8940, -2.6497, 0.6804], [-2.5467, -3.6313, 2.9346], [-2.9274, -2.0785, 2.2167]]
}

=====

Record 4
{
  "formula": "C3H7FO2",
  "method": "wB97M-V/def2-TZVPD",
  "charge": 0,
  "total_energy_ev": -10035.943,
  "smiles": "C[C@](O)(F)CO",
  "symbols": ["C", "C", "O", "F", "C", "O", "H", "H", "H", "H", "H", "H", "H"],
  "coordinates": [[-0.4673, -0.8398, -1.2366], [-0.4685, 0.0039, 0.0657], [-0.8042, -0.4737, 1.2499], [-1.3262, 1.0732, -0.2301], [0.9071, 0.6764, 0.1773], [1.6622, 0.0904, 1.1696], [-0.8412, -0.2030, -1.9689], [0.4968, -1.1937, -1.5779], [-1.1238, -1.6799, -0.9967], [-1.2706, 0.1232, 1.8659], [0.8096, 1.7081, 0.3207], [1.2961, 0.5877, -0.7766], [1.1300, 0.1272, 1.9377]]
}

=====

Record 5
{
  "formula": "C35H26Cl2IrN5O2S",
  "method": "wB97M-V/def2-TZVPD",
  "charge": 0,
  "total_energy_ev": -86981.895,
  "symbols": ["Ir", "Cl", "C", "C", "C", "N", "C", "O", "C", "C", "C", "C", "C", "N", "C", "C", "C", "Cl", "N", "C", "O", "C", "C", "C", "C", "C", "N", "H", "H", "H", "H", "H", "H", "H", "H", "H", "H", "C", "C", "C", "C", "C", "C", "C", "C", "S", "C", "N", "C", "C", "C", "C", "C", "C", "C", "C", "H", "H", "H", "H", "H", "H", "H", "H", "H", "H", "H", "H", "H", "H", "H", "H"],
  "coordinates": [[-1.3823, 0.0924, 0.2781], [4.0822, -0.2861, -4.1264], [2.8110, -0.7200, -3.0360], [1.5886, -0.0775, -3.1567], [0.5444, -0.3965, -2.2998], [-0.6773, 0.2315, -2.3749], [-1.2852, 2.6745, -1.5970], [-1.2175, 3.7729, -2.3168], [-2.3919, 2.7570, -0.4725], [-3.1886, 3.8919, -0.4866], [-4.1218, 4.0856, 0.5110], [-4.2214, 3.1477, 1.5315], [-3.4049, 2.0405, 1.4875], [-2.5220, 1.8310, 0.4963], [0.7511, -1.3421, -1.2598], [1.9698, -1.9934, -1.1825], [2.9971, -1.6931, -2.0654], [4.5045, -2.5332, -1.9067], [-0.2678, -1.5168, -0.2962], [-0.6874, -2.7319, 0.0960], [-0.1615, -3.8234, -0.0715], [-2.0576, -2.6533, 0.7472], [-2.7051, -3.7985, 1.1735], [-4.0134, -3.7053, 1.6133], [-4.6454, -2.4688, 1.5934], [-3.9380, -1.3635, 1.1649], [-2.6633, -1.4505, 0.7682], [1.4417, 0.6662, -3.9277], [-3.0015, 4.5836, -1.2983], [-4.7552, 4.9633, 0.5104], [-4.9136, 3.2702, 2.3523], [-3.4349, 1.2860, 2.2623], [2.1290, -2.7330, -0.4113], [-2.1607, -4.7308, 1.1219], [-4.5428, -4.5855, 1.9527], [-5.6752, -2.3549, 1.9004], [-4.3857, -0.3815, 1.1142], [4.5816, -0.0689, 3.7344], [3.9640, -0.7038, 2.4810], [5.0590, -1.4029, 1.6632], [2.9486, -1.7573, 2.9233], [3.3226, 0.3828, 1.6224], [4.1209, 1.4325, 1.1230], [3.6186, 2.4184, 0.3034], [2.2706, 2.3670, -0.0484], [1.3593, 3.3926, -1.1226], [-0.0066, 2.4183, -0.8324], [0.1624, 1.4173, -0.0236], [1.4692, 1.3430, 0.4488], [1.9842, 0.3557, 1.2859], [-1.5548, 1.3691, -2.4482], [-2.2819, 1.6015, -3.7072], [-3.1149, 0.6662, -4.1820], [-3.4325, -0.5462, -3.4411], [-2.9072, -0.8254, -2.2403], [-1.8626, 0.0608, -1.6871], [5.0403, -0.8398, 4.3571], [3.8199, 0.4420, 4.3267], [5.3542, 0.6572, 3.4799], [5.5244, -2.1914, 2.2586], [5.8412, -0.7066, 1.3589], [4.6435, -1.8537, 0.7594], [3.4539, -2.5155, 3.5234], [2.4901, -2.2635, 2.0706], [2.1565, -1.3216, 3.5365], [5.1732, 1.4609, 1.3744], [4.2619, 3.2010, -0.0765], [1.3325, -0.4401, 1.6208], [-2.1499, 2.5727, -4.1651], [-3.6392, 0.8384, -5.1139], [-4.1652, -1.2219, -3.8660], [-3.2354, -1.6937, -1.6864]]
}

=====

Record 6
{
  "formula": "C15H30O5S",
  "method": "wB97M-V/def2-TZVPD",
  "charge": 0,
  "total_energy_ev": -37104.789,
  "smiles": "COCCCCCCCCCCCC[C@@H]1COS(=O)(=O)O1",
  "symbols": ["C", "O", "C", "C", "C", "C", "C", "C", "C", "C", "C", "C", "C", "C", "C", "C", "O", "S", "O", "O", "O", "H", "H", "H", "H", "H", "H", "H", "H", "H", "H", "H", "H", "H", "H", "H", "H", "H", "H", "H", "H", "H", "H", "H", "H", "H", "H", "H", "H", "H", "H"],
  "coordinates": [[-1.7687, -4.3833, -2.5581], [-0.4199, -3.9572, -2.9612], [0.0968, -2.8864, -2.0452], [1.3585, -2.1976, -2.8219], [0.9942, -1.0376, -3.9063], [-0.5904, -0.8147, -4.2309], [-1.3431, 0.3349, -3.3395], [-0.6857, 0.6389, -1.8730], [-1.3050, 2.1186, -1.3968], [-0.4935, 2.7511, -0.1078], [-1.4804, 2.6187, 1.1950], [-0.5475, 2.2639, 2.4963], [-1.0953, 0.9608, 3.3268], [-0.0239, -0.2704, 3.1456], [1.3252, -0.1550, 4.0716], [1.6193, 1.2158, 4.9215], [3.1142, 1.1846, 5.0501], [3.6408, 0.7872, 3.4659], [3.2936, 1.8926, 2.4235], [5.1369, 0.4234, 3.6234], [2.5127, -0.4905, 3.2307], [-1.8631, -4.3369, -1.3926], [-2.5494, -3.7349, -3.1427], [-1.8784, -5.5301, -2.8698], [-0.7586, -2.1581, -1.7200], [0.4958, -3.4840, -1.0920], [1.9470, -3.0481, -3.3940], [2.1160, -1.8055, -1.9870], [1.5151, -1.3466, -4.9347], [1.5490, -0.0396, -3.5694], [-0.6441, -0.4333, -5.3619], [-1.2391, -1.8172, -4.2369], [-2.4598, -0.0356, -3.1537], [-1.4587, 1.3819, -3.9011], [-1.0581, -0.1147, -1.0254], [0.4759, 0.7770, -1.8573], [-2.4694, 2.1051, -1.2780], [-1.0687, 2.8430, -2.3138], [0.5633, 2.2536, 0.0215], [-0.2943, 3.9044, -0.2974], [-2.0257, 3.6529, 1.3257], [-2.3025, 1.8083, 0.9546], [-0.5305, 3.2133, 3.1903], [0.5681, 2.0310, 2.1902], [-1.2166, 1.3037, 4.4604], [-2.1512, 0.6649, 2.9043], [-0.6062, -1.2668, 3.4455], [0.2822, -0.4045, 2.0024], [1.1607, -0.9482, 4.9182], [1.0966, 1.3005, 5.9763], [1.4662, 2.2662, 4.4286]]
}

=====

Record 7
{
  "formula": "C30H57FN4O5SSi2",
  "method": "wB97M-V/def2-TZVPD",
  "charge": 0,
  "total_energy_ev": -77536.731,
  "symbols": ["C", "C", "C", "N", "C", "C", "C", "C", "C", "C", "C", "C", "C", "C", "C", "O", "C", "C", "C", "C", "C", "C", "N", "C", "S", "O", "O", "C", "C", "O", "N", "C", "O", "F", "H", "H", "H", "H", "H", "H", "H", "H", "H", "H", "H", "H", "H", "H", "H", "H", "H", "H", "H", "H", "H", "H", "H", "H", "H", "H", "H", "H", "H", "H", "H", "H", "H", "H", "H", "H", "H", "H", "H", "C", "Si", "C", "C", "N", "Si", "C", "C", "C", "H", "H", "H", "H", "H", "H", "H", "H", "H", "H", "H", "H", "H", "H", "H", "H", "H", "H"],
  "coordinates": [[4.5659, 0.7772, 1.4164], [3.6141, 0.8825, 0.7073], [2.3611, 0.9561, -0.0203], [1.2884, 1.5882, 0.7608], [0.8460, 1.2482, 2.0329], [1.4216, 0.0734, 2.7393], [1.3933, -1.2461, 1.8994], [0.6102, -2.3513, 2.5957], [-0.9081, -2.2076, 2.5073], [-1.4499, -2.1430, 1.0792], [-2.9702, -2.3326, 1.0927], [-3.6651, -1.8238, -0.1636], [-5.1757, -2.1669, -0.1364], [-6.1124, -1.0413, 0.3182], [-5.6213, -0.1725, 1.4520], [-5.7189, -0.8603, 2.6977], [-4.9762, -0.1858, 3.6903], [-0.1330, 2.1407, 2.4042], [-0.9115, 2.1973, 3.7034], [-0.0486, 1.7125, 4.9020], [-1.4828, 3.5824, 4.0839], [-2.9589, 3.7054, 3.6828], [-0.2923, 2.9737, 1.2807], [-1.2438, 4.0376, 1.0523], [-2.6433, 3.3109, 0.1246], [-2.7994, 1.9571, 0.5504], [-2.3638, 3.5561, -1.2560], [0.5693, 2.6190, 0.3147], [0.7574, 3.1841, -1.0748], [0.5809, 2.4504, -1.9957], [1.1500, 4.5407, -1.2244], [0.3239, 5.2738, -2.1158], [0.3581, 5.2155, -3.2805], [-0.4972, 6.1036, -1.4638], [5.4460, 0.6874, 2.0032], [2.5750, 1.4875, -0.9430], [2.0336, -0.0343, -0.3158], [0.8975, -0.1471, 3.6516], [2.4466, 0.2875, 3.0233], [0.8837, -1.0314, 0.9653], [2.4143, -1.5557, 1.7089], [0.8956, -2.3835, 3.6503], [0.9149, -3.3072, 2.1726], [-1.3435, -3.0952, 2.9659], [-1.2548, -1.3270, 3.0569], [-1.2127, -1.1866, 0.6110], [-1.0083, -2.9179, 0.4511], [-3.3497, -1.7466, 1.9319], [-3.2287, -3.3694, 1.2936], [-3.2284, -2.3182, -1.0304], [-3.5158, -0.7543, -0.2873], [-5.3226, -3.0414, 0.4922], [-5.4505, -2.4611, -1.1475], [-6.4185, -0.3889, -0.4974], [-7.0245, -1.5131, 0.6867], [-6.2937, 0.6939, 1.5193], [-4.6201, 0.2185, 1.2831], [-5.0466, 0.8894, 3.5185], [-3.9231, -0.4869, 3.6663], [-5.3734, -0.4308, 4.6715], [-1.7483, 1.5001, 3.6488], [-0.1408, 0.6481, 5.0661], [0.9911, 1.9710, 4.7227], [-0.3551, 2.2029, 5.8187], [-0.8933, 4.4053, 3.6841], [-1.4862, 3.7312, 5.1565], [-3.3562, 4.7026, 3.8644], [-3.1477, 3.4193, 2.6543], [-3.5388, 3.0163, 4.2889], [-0.8413, 4.7681, 0.3669], [-1.5527, 4.5805, 1.9307], [-3.6991, 4.0952, 0.4687], [1.2244, 5.0118, -0.3275], [5.7474, -4.4953, -2.9815], [4.9699, -3.0796, -3.9695], [5.3108, -3.4503, -5.7961], [5.9491, -1.5146, -3.5167], [3.3380, -2.9901, -3.5870], [2.2429, -1.8929, -4.2110], [1.9952, -2.0101, -6.0845], [2.6711, -0.0899, -3.8013], [0.5472, -2.2165, -3.4193], [6.8177, -4.5912, -3.1989], [5.6319, -4.3195, -1.9094], [5.2629, -5.4413, -3.2310], [6.3635, -3.7168, -5.9522], [5.1001, -2.5862, -6.4300], [4.6982, -4.2873, -6.1349], [5.7148, -1.1997, -2.4969], [5.7255, -0.6888, -4.1962], [7.0295, -1.6969, -3.5739], [2.8538, -1.6127, -6.6295], [1.1156, -1.4365, -6.4042], [1.8454, -3.0489, -6.3816], [2.9146, -0.0183, -2.7363], [1.8157, 0.5693, -4.0043], [3.5133, 0.2873, -4.3836], [0.6073, -2.1106, -2.3313], [0.2090, -3.2278, -3.6513], [-0.2066, -1.5101, -3.7899]]
}

=====

Record 8
{
  "formula": "C15H10N6O2Pd",
  "method": "wB97M-V/def2-TZVPD",
  "charge": 0,
  "total_energy_ev": -32231.501,
  "symbols": ["Pd", "O", "C", "C", "C", "C", "C", "C", "C", "O", "N", "N", "C", "C", "C", "C", "C", "C", "N", "H", "H", "H", "H", "H", "H", "H", "H", "H", "H", "N", "C", "N", "C", "N"],
  "coordinates": [[0.0004, -1.1674, -0.0727], [-0.3889, 4.2170, -0.5553], [-1.6823, 3.8172, -0.5160], [-2.7042, 4.7637, -0.5786], [-4.0305, 4.3819, -0.5509], [-4.3668, 3.0370, -0.4613], [-3.3589, 2.0975, -0.3983], [-2.0065, 2.4557, -0.4210], [-1.0221, 1.3528, -0.3354], [-1.5023, 0.1575, -0.3542], [0.2766, 1.6421, -0.2374], [0.9686, 0.4886, -0.1457], [2.2462, 0.4128, -0.0222], [2.7877, -0.9472, 0.0522], [4.1364, -1.2342, 0.1438], [4.5400, -2.5629, 0.1845], [3.5911, -3.5667, 0.1263], [2.2521, -3.2150, 0.0385], [1.8652, -1.9455, 0.0076], [-0.3689, 5.1772, -0.6320], [-2.4404, 5.8134, -0.6514], [-4.8034, 5.1380, -0.5999], [-5.4022, 2.7278, -0.4395], [-3.5946, 1.0456, -0.3266], [2.8636, 1.3017, 0.0145], [4.8548, -0.4276, 0.1832], [5.5907, -2.8075, 0.2625], [3.8651, -4.6107, 0.1586], [1.4630, -3.9534, 0.0041], [-0.9952, -2.9135, 0.0292], [-1.1548, -3.7927, 0.7918], [-1.3841, -4.7326, 1.6146], [-0.4443, -5.6621, 1.7637], [0.3492, -6.4884, 1.9234]]
}